Formula: C2H2Cl2N2
Source: the Open Molecules 2025 dataset
Level of theory: ωB97M-V/def2-TZVPD

Each atom is followed by the atoms it is bonded to, with distances in Å.
Cartesian coordinates (Å):
1 C -0.33868 0.40428 -1.03735  C2 1.598, N3 1.207
2 C 0.20884 1.17649 0.25040  C1 1.598, N4 1.216
3 N -0.95665 -0.57926 -1.36440  C1 1.207, Cl5 1.972, H7 1.009
4 N 0.96616 0.94635 1.17293  C2 1.216, Cl6 1.944, H8 1.006
5 Cl -1.83588 -1.97538 -0.28397  N3 1.972
6 Cl 1.91337 -0.67983 1.66053  N4 1.944
7 H -1.14483 -0.88806 -2.30669  N3 1.009
8 H 1.18766 1.59542 1.90855  N4 1.006

Values from the calculation:
Calculated total energy   -30125.3859 eV
M   125.0 g mol⁻¹
ΔE to the lowest compared entry with this formula, charge and spin   4.096 eV